# 1
The following is a quantum chemistry calculation of 4 unconnected molecules or ions with the total composition C33H26F24NO9 at a distorted geometry, from OMol25.

Computed properties:
gap between HOMO and LUMO: 6.44 eV
total charge: -1
LUMO energy: 1.2 eV
energy above the lowest of the compared OMol25 structures with the same formula, charge and spin: 7.8540 eV
E: -4401.41948 a.u.
HOMO: -5.24 eV
multiplicity: 1

Atoms and positions in Å:
N 5.36716 -1.21374 2.57967
C 4.98097 0.10631 1.97024
C 3.71828 -0.15930 1.00848
C 2.82077 1.14869 0.73763
C 3.31504 2.39489 -0.08190
C 2.43658 3.66078 -0.35068
C 0.96316 3.71979 0.20379
C 0.43621 2.50539 1.00594
C 1.33915 1.23617 1.27737
C 0.64230 0.02584 2.10006
O 1.23170 -0.60645 3.01335
C -0.89223 -0.25584 1.67062
C -1.44635 -1.69483 1.51182
C -2.92250 -1.84903 1.04747
C -3.46603 -3.36290 0.85862
O -3.68642 -4.07684 1.90463
O -3.65905 -3.87365 -0.43110
C -3.82209 -0.58921 0.74151
C -5.31197 -0.87743 0.22421
O -6.22818 -1.34402 1.25354
O -5.64925 -1.37976 2.48074
C -3.28119 0.88074 0.92281
C -1.79617 1.01219 1.38988
C -1.07959 2.44935 1.57559
O -1.62826 3.43240 2.14562
H 5.45507 -1.87963 1.79362
H 6.27571 -1.13388 3.07684
H 4.65900 0.89139 2.73782
H 5.85696 0.43220 1.30810
H 3.11442 -1.03996 1.43954
H 4.08158 -0.51146 -0.03248
H 4.37132 2.41545 -0.54754
H 2.77466 4.56137 -0.96721
H 0.25071 4.59856 0.01747
H -0.75508 -2.58564 1.73867
H -5.75335 0.03170 -0.34521
H -5.20826 -1.71442 -0.57413
H -5.54178 -2.33578 2.70770
H -3.89507 1.81615 0.70538
C 10.11931 -4.86852 0.76959
C 8.78512 -5.62806 0.92294
C 7.56812 -4.97854 0.26410
F 7.28316 -3.76785 0.78213
F 6.46400 -5.74293 0.45806
F 8.56030 -5.86453 2.23805
F 8.96109 -6.85539 0.34788
O 10.52628 -4.04645 1.87112
C 10.01017 -2.73092 1.91741
C 9.13549 -2.48480 3.15152
F 8.07975 -3.32569 3.18636
F 8.63226 -1.22514 3.14394
F 9.37861 -2.45137 0.76097
F 11.08725 -1.91130 1.96016
H 10.89781 -5.63556 0.71318
H 10.18940 -4.33671 -0.18323
H 7.71208 -4.87115 -0.81532
H 9.70766 -2.62677 4.07178
C -7.61207 -6.05765 -4.07540
C -8.49908 -4.91746 -3.53265
C -8.44395 -3.60191 -4.30961
F -7.21789 -3.04993 -4.30814
F -9.27302 -2.68498 -3.74422
F -8.21646 -4.72295 -2.22384
F -9.79148 -5.36819 -3.57289
O -6.34722 -6.25568 -3.43568
C -5.26399 -5.46469 -3.89077
C -4.71492 -4.53400 -2.80398
F -5.66677 -3.68532 -2.35654
F -3.70424 -3.77038 -3.28734
F -5.62562 -4.81029 -5.01601
F -4.29884 -6.33939 -4.26465
H -8.15657 -6.98504 -3.87182
H -7.51708 -6.02903 -5.16464
H -8.76219 -3.74143 -5.34742
H -4.34362 -5.10462 -1.94900
C -2.51153 7.50644 0.71220
C -1.79897 7.08685 -0.59029
C -0.38445 7.63460 -0.77895
F -0.35352 8.97989 -0.84143
F 0.14187 7.18884 -1.94971
F -2.58937 7.39653 -1.64735
F -1.71617 5.72391 -0.57307
O -3.43308 8.60196 0.62209
C -2.89731 9.90556 0.72894
C -3.10093 10.73176 -0.54576
F -2.51413 10.14884 -1.61361
F -2.54629 11.96306 -0.41798
F -1.60708 9.83568 1.10977
F -3.55643 10.49474 1.75502
H -3.14016 6.65760 0.99843
H -1.81673 7.62627 1.54776
H 0.27788 7.30745 0.02850
H -4.16429 10.84909 -0.76912

***

# 2
The following is a quantum chemistry calculation of a molecular structure, C16H64B8Ca2O4 at a distorted geometry, from OMol25.

Computed properties:
gap between HOMO and LUMO (spin up / spin down): 6.10 / 3.88 eV
total charge: -3
LUMO energy (spin up / spin down): 5.8 / 3.7 eV
energy above the lowest of the compared OMol25 structures with the same formula, charge and spin: 0.0000 eV
E: -2502.14397 a.u.
HOMO (spin up / spin down): -0.34 / -0.22 eV
multiplicity: 2

Atoms and positions in Å:
Ca 0.20993 -1.44796 2.10323
Ca 3.30274 0.90256 -0.39539
B 1.81768 -3.72337 1.17745
H 2.72248 -3.13695 1.21860
H 1.49273 -3.63152 0.15266
H 2.00151 -4.75971 1.41505
H 1.04697 -3.42691 1.87196
B 4.97314 -0.49628 0.90879
H 5.43502 -1.23700 1.54302
H 4.72297 -0.98911 -0.01791
H 4.06969 -0.12201 1.36480
H 5.72221 0.23693 0.65278
B 3.33861 2.20490 1.88259
H 3.17434 1.36919 2.54505
H 3.17626 3.10444 2.45593
H 4.31308 2.21559 1.41943
H 2.66039 2.14038 1.04586
B -0.54170 -4.19091 -1.80887
H -1.04621 -4.98529 -1.28098
H -1.24755 -4.02489 -2.60790
H -0.39955 -3.29953 -1.21770
H 0.38849 -4.63709 -2.12495
B -2.07773 -1.52865 0.88156
H -1.19210 -2.11344 0.68683
H -2.73533 -1.61553 0.03053
H -2.66061 -2.00210 1.65639
H -1.83416 -0.51747 1.16864
B 1.04710 0.00633 0.22649
H 1.36186 0.48900 -0.68576
H 0.37365 -0.82844 0.10873
H 1.87465 -0.48787 0.71142
H 0.62689 0.72547 0.91243
B 3.77199 3.11298 -1.19312
H 3.07705 3.57248 -0.50743
H 4.29009 3.91470 -1.69617
H 4.47880 2.52318 -0.63025
H 3.20830 2.51908 -1.89579
B 2.50900 -1.32746 3.29327
H 2.89764 -0.93871 4.22175
H 1.77237 -2.07714 3.53735
H 2.05539 -0.47210 2.81701
H 3.36278 -1.73573 2.77499
C 1.37721 -1.85055 -3.72331
C 0.76282 -0.44929 -3.77793
C 1.99108 0.42660 -3.63415
O 2.69622 -0.26858 -2.56987
C 2.47634 -1.72928 -2.65134
H 1.85106 -2.01454 -4.69113
H 0.59999 -2.60027 -3.57513
H 0.12283 -0.42136 -2.89603
H 0.15217 -0.30061 -4.66850
H 1.85864 1.49228 -3.44736
H 2.63581 0.40536 -4.51276
H 2.16173 -2.11673 -1.68232
H 3.42044 -2.06527 -3.08016
C -3.06720 -0.17653 -2.98254
C -4.43425 -0.59979 -3.46529
C -4.73966 -1.83048 -2.67717
O -3.42421 -2.39642 -2.29392
C -2.35012 -1.48778 -2.69071
H -3.13672 0.38806 -2.05276
H -2.54454 0.39772 -3.74750
H -4.31995 -0.80311 -4.53004
H -5.21038 0.15098 -3.31675
H -5.37756 -2.56392 -3.17035
H -5.09900 -1.41586 -1.73532
H -1.93905 -1.82199 -3.64331
H -1.57091 -1.49983 -1.92863
C -3.81529 2.94310 -0.73011
C -3.14405 2.24493 0.38489
C -1.66858 2.69539 0.11724
O -1.80087 3.90685 -0.61428
C -3.17969 4.30546 -0.70662
H -4.90068 2.95372 -0.82972
H -3.55187 2.42108 -1.65001
H -3.08367 1.15938 0.30724
H -3.60033 2.54602 1.32789
H -1.23544 1.99976 -0.60150
H -1.05959 2.76621 1.01847
H -3.45953 5.01032 -1.48954
H -3.41746 4.86996 0.19499
C -2.06930 1.57156 4.47301
C -0.80966 2.12865 4.98788
C 0.18852 1.18735 4.29798
O -0.58099 0.28961 3.44467
C -1.84793 0.20040 4.04913
H -2.43569 2.10407 3.59536
H -2.93269 1.70399 5.12502
H -0.71191 1.98089 6.06339
H -0.69732 3.19874 4.81353
H 0.83064 0.60509 4.95886
H 0.96900 1.72420 3.75877
H -1.82154 -0.57265 4.81711
H -2.59778 -0.07697 3.30826

***

# 3
The following is a quantum chemistry calculation of a molecular structure, C5H5Br2N at a distorted geometry, from OMol25.

Computed properties:
gap between HOMO and LUMO (spin up / spin down): 5.89 / 5.00 eV
LUMO energy (spin up / spin down): 0.2 / -4.4 eV
E: -5396.11579 a.u.
HOMO (spin up / spin down): -5.72 / -9.42 eV
multiplicity: 3

Atoms and positions in Å:
C 0.09130 1.54710 0.05022
C -0.77011 0.82184 -0.66927
C 0.89360 0.87110 1.04966
C -0.89243 -0.65115 -0.42779
C 0.41802 -1.17780 0.12770
N 1.03670 -0.39153 1.10765
Br 0.18219 -2.98984 0.84845
Br 1.73032 -1.34579 -1.40016
H 0.19354 2.61353 -0.06458
H -1.43502 1.26557 -1.39445
H 1.41009 1.44705 1.80595
H -1.69270 -0.82336 0.30547
H -1.16550 -1.18671 -1.33883